# 1
110
Properties=species:S:1:pos:R:3 method="wB97M-V/def2-TZVPD" homo_energy_ev="-4.82 / -6.47" s2=1.210 total_charge=0 multiplicity=2
Ce -0.02 -0.22 0.09
C 2.00 0.00 2.53
C 2.91 -1.05 2.29
C 3.75 -0.68 1.24
C 3.39 0.60 0.82
C 2.27 1.03 1.60
C 1.82 2.46 1.84
C 4.15 1.35 -0.23
C 4.90 -1.49 0.69
C 2.98 -2.36 3.03
C 1.28 0.26 3.83
H 2.02 2.76 2.88
H 0.75 2.64 1.67
H 2.37 3.17 1.21
H 3.76 1.19 -1.25
H 5.20 1.03 -0.24
H 4.15 2.42 -0.04
H 4.98 -1.41 -0.40
H 4.79 -2.55 0.94
H 5.86 -1.16 1.11
H 2.74 -3.21 2.37
H 2.28 -2.38 3.87
H 3.98 -2.54 3.44
H 0.37 0.85 3.70
H 1.92 0.83 4.52
H 1.01 -0.67 4.36
C 2.65 -4.02 -0.91
C 1.80 -5.11 -1.07
C 0.46 -4.96 -0.78
C -0.03 -3.72 -0.32
C 0.80 -2.60 -0.14
C 2.15 -2.80 -0.48
C -1.47 -3.58 0.00
C -2.26 -4.73 0.29
C -3.58 -4.59 0.59
C -4.16 -3.30 0.60
C -5.52 -3.08 0.91
C -6.03 -1.81 0.91
C -5.19 -0.71 0.61
C -3.87 -0.91 0.31
C -3.32 -2.21 0.31
N -1.98 -2.37 0.02
H 3.71 -4.12 -1.14
H 2.17 -6.07 -1.43
H -0.22 -5.79 -0.95
H 2.83 -1.97 -0.40
H -1.81 -5.71 0.31
H -4.19 -5.46 0.81
H -6.16 -3.93 1.13
H -7.08 -1.64 1.14
H -5.60 0.29 0.58
H -3.25 -0.07 0.05
Br -3.96 6.41 -0.92
C -3.28 4.86 -0.09
C -2.20 4.20 -0.66
C -1.72 3.06 -0.04
C -2.30 2.56 1.11
C -3.39 3.23 1.66
C -3.87 4.38 1.07
N -1.75 1.33 1.61
C -2.21 0.80 2.64
C -1.83 -0.55 3.10
C -2.47 -1.08 4.20
C -2.12 -2.36 4.63
C -1.13 -3.03 3.95
C -0.54 -2.41 2.85
N -0.89 -1.21 2.42
H -1.77 4.55 -1.59
H -0.91 2.51 -0.49
H -3.89 2.86 2.55
H -4.72 4.90 1.49
H -2.96 1.30 3.25
H -3.23 -0.50 4.72
H -2.62 -2.81 5.48
H -0.81 -4.02 4.25
H 0.25 -2.90 2.29
O -3.76 1.55 -1.79
S -2.68 0.83 -2.48
N -1.56 0.27 -1.69
O 0.16 2.76 -3.05
C 1.04 3.04 -2.28
O 1.20 2.41 -1.10
C 2.02 4.20 -2.56
N 2.73 4.60 -1.34
C 2.20 5.91 -0.87
C 0.91 6.11 -1.66
C 1.22 5.43 -3.00
H 2.69 3.84 -3.34
H 3.72 4.63 -1.48
H 1.97 2.87 -0.68
H 2.91 6.72 -1.09
H 2.03 5.89 0.20
H 0.65 7.16 -1.76
H 0.08 5.60 -1.17
H 1.85 6.08 -3.61
H 0.34 5.15 -3.58
O 1.11 -0.40 -2.03
S 0.33 -0.43 -3.36
C 1.61 -1.10 -4.50
C 0.98 -2.25 -5.26
C 0.22 -3.04 -4.19
C -0.60 -2.00 -3.43
H 2.41 -1.44 -3.84
H 1.97 -0.28 -5.13
H 1.73 -2.86 -5.77
H 0.28 -1.88 -6.02
H 0.92 -3.52 -3.51
H -0.42 -3.81 -4.62
H -0.82 -2.28 -2.40
H -1.54 -1.76 -3.94


# 2
33
Properties=species:S:1:pos:R:3 method="wB97M-V/def2-TZVPD" homo_energy_ev=-4.00 total_charge=-1 multiplicity=1
Y -0.92 1.18 1.99
O -0.91 3.32 2.71
H -1.58 3.93 2.42
O -1.56 -0.21 3.64
H -1.93 -0.83 4.23
O 1.28 1.36 2.40
H 2.08 0.89 2.23
O -2.89 1.15 0.86
H -3.39 1.55 0.15
C -0.23 -2.01 0.67
O -0.29 -0.81 0.80
N 0.89 -2.72 0.83
C 0.92 -4.13 0.49
C 2.15 -2.10 1.19
H -1.13 -2.62 0.49
H 1.34 -4.23 -0.52
H -0.09 -4.54 0.44
H 1.52 -4.69 1.20
H 1.99 -1.02 1.15
H 2.41 -2.37 2.22
H 2.97 -2.44 0.55
C -0.70 2.47 -1.25
O -0.44 2.09 -0.14
N -0.25 1.86 -2.37
C -0.62 2.37 -3.68
C 0.54 0.67 -2.30
H -1.31 3.36 -1.44
H -1.46 1.83 -4.14
H 0.25 2.28 -4.33
H -0.92 3.41 -3.58
H 1.57 0.77 -2.68
H 0.60 0.34 -1.27
H 0.11 -0.12 -2.93


# 3
49
Properties=species:S:1:pos:R:3 method="wB97M-V/def2-TZVPD" homo_energy_ev=-9.35 total_charge=0 multiplicity=1 e_above_lowest_kcal_mol=365.3
C 5.18 -3.12 0.01
C 4.62 -1.82 0.72
C 3.37 -2.21 1.55
C 2.27 -2.66 0.86
C 1.83 -1.49 -0.15
C 0.46 -2.11 -0.59
C -0.09 -1.09 -1.43
C -1.44 -1.50 -2.44
C -2.60 -1.82 -1.48
C -3.01 -0.59 -0.42
C -3.47 0.44 -1.20
C -3.86 1.61 -0.32
C -2.80 2.35 0.84
C -1.70 2.68 0.28
C -0.65 3.32 1.27
C 0.65 3.67 0.95
O 1.21 4.88 1.19
H 1.10 3.00 0.21
H -1.29 4.10 1.81
H -0.52 2.39 2.17
H -1.81 3.56 -0.49
H -1.10 1.79 -0.18
H -3.46 2.82 1.50
H -2.69 1.20 1.66
H -4.83 1.29 0.03
H -4.29 2.62 -0.81
H -4.11 0.54 -1.78
H -2.67 0.93 -1.81
H -2.10 -0.52 0.35
H -3.86 -0.95 0.29
H -3.58 -2.08 -2.08
H -2.36 -2.65 -0.90
H -1.34 -2.43 -2.90
H -1.68 -0.64 -3.00
H -0.28 -0.12 -1.06
H 0.41 -1.02 -2.46
H -0.31 -2.25 -0.03
H 0.44 -3.16 -0.98
H 1.55 -0.79 0.46
H 2.42 -1.68 -0.85
H 2.44 -3.58 0.49
H 1.53 -3.19 1.81
H 3.37 -1.40 2.25
H 3.94 -2.96 2.41
H 5.61 -1.64 1.28
H 4.38 -0.97 0.05
H 5.44 -3.83 0.68
H 4.47 -3.27 -0.71
H 6.11 -2.88 -0.73